{"formula": "C40H86O11SSi2", "method": "ωB97M-V/def2-TZVPD", "species": ["C", "C", "C", "C", "C", "C", "C", "Si", "C", "C", "C", "S", "O", "Si", "H", "H", "H", "H", "H", "H", "H", "H", "H", "H", "H", "H", "H", "H", "H", "H", "H", "H", "H", "H", "H", "H", "H", "H", "H", "H", "C", "C", "O", "C", "H", "H", "H", "H", "H", "H", "C", "C", "O", "C", "H", "H", "H", "H", "H", "H", "C", "C", "O", "C", "H", "H", "H", "H", "H", "H", "C", "C", "O", "C", "H", "H", "H", "H", "H", "H", "C", "C", "O", "C", "H", "H", "H", "H", "H", "H", "C", "C", "O", "C", "H", "H", "H", "H", "H", "H", "C", "C", "O", "C", "H", "H", "H", "H", "H", "H", "C", "C", "O", "C", "H", "H", "H", "H", "H", "H", "C", "C", "O", "C", "H", "H", "H", "H", "H", "H", "C", "C", "O", "C", "H", "H", "H", "H", "H", "H"], "xyz": [[-4.6921, -0.0791, -2.0284], [-3.9308, 0.9917, -2.8267], [-2.6244, 0.4647, -3.4125], [-1.4679, 0.5199, -2.3902], [-0.8332, -0.8249, -2.1002], [-0.0464, -0.7984, -0.7766], [1.0542, -1.8537, -0.7539], [2.1067, -1.7791, 0.7898], [1.2269, -2.3921, 2.3404], [-0.0939, -1.6626, 2.6439], [0.0356, -0.1507, 2.8146], [-0.5520, 0.3001, 4.4967], [3.5786, -2.5500, 0.5044], [4.0086, -3.9151, 1.3529], [-5.1798, 0.3901, -1.1792], [-4.0049, -0.8402, -1.6766], [-5.4805, -0.5248, -2.6269], [-4.5818, 1.4281, -3.5796], [-3.6858, 1.7862, -2.1291], [-2.3591, 1.0727, -4.2761], [-2.7641, -0.5492, -3.7787], [-1.8400, 0.9800, -1.4767], [-0.6879, 1.1719, -2.7781], [-1.5895, -1.5991, -2.0030], [-0.1432, -1.1045, -2.8894], [-0.7720, -0.9624, 0.0175], [0.3787, 0.1909, -0.6304], [1.7309, -1.6137, -1.5713], [0.6613, -2.8498, -0.9476], [2.4248, -0.3451, 1.0084], [1.8799, -2.2879, 3.2059], [0.9867, -3.4531, 2.2884], [-0.4658, -2.0694, 3.5807], [-0.8367, -1.9213, 1.8988], [-0.6118, 0.3585, 2.1147], [1.0511, 0.2019, 2.7334], [0.0094, 1.5142, 4.6190], [3.3297, -5.0895, 0.7609], [5.4547, -4.1212, 1.1314], [3.7665, -3.8262, 2.8018], [-4.6796, 2.6362, 1.9356], [-4.5125, 3.5668, 0.7596], [-3.5570, 3.4878, 0.0216], [-5.5917, 4.6004, 0.5439], [-3.8401, 1.9462, 1.9773], [-4.7184, 3.2091, 2.8632], [-5.6064, 2.0690, 1.8345], [-5.6661, 5.2529, 1.4156], [-6.5540, 4.1100, 0.3902], [-5.3554, 5.1987, -0.3338], [1.1216, -5.8378, -2.0975], [-0.3611, -6.0495, -1.9196], [-1.1192, -5.1216, -1.7534], [-0.8545, -7.4762, -1.9513], [1.3418, -4.7730, -2.0548], [1.6664, -6.3486, -1.3013], [1.4470, -6.2300, -3.0621], [-0.3783, -8.0535, -1.1574], [-0.6114, -7.9343, -2.9112], [-1.9325, -7.4917, -1.8097], [3.7634, -1.0155, -5.2879], [3.1083, -0.0716, -4.3184], [2.1074, -0.3712, -3.7051], [3.7518, 1.2838, -4.1524], [3.2092, -1.9516, -5.3153], [3.7670, -0.5613, -6.2823], [4.7916, -1.2157, -4.9813], [3.7738, 1.8035, -5.1120], [4.7757, 1.1687, -3.7940], [3.1843, 1.8724, -3.4346], [2.9932, 2.7331, 3.1439], [2.2449, 3.7334, 3.9886], [1.2098, 3.4494, 4.5483], [2.8479, 5.1102, 4.1093], [2.4619, 1.7852, 3.1409], [3.0792, 3.0980, 2.1193], [3.9949, 2.5790, 3.5478], [2.9304, 5.5690, 3.1228], [3.8435, 5.0435, 4.5504], [2.2170, 5.7304, 4.7412], [6.1340, -7.4916, 1.3193], [5.4586, -8.6179, 0.5738], [4.6085, -8.4051, -0.2589], [5.8926, -10.0221, 0.9194], [5.7322, -6.5425, 0.9741], [5.9505, -7.5926, 2.3904], [7.2092, -7.5125, 1.1356], [5.7076, -10.2214, 1.9760], [6.9586, -10.1435, 0.7210], [5.3334, -10.7342, 0.3175], [0.9737, -0.6733, 8.7259], [2.0571, 0.3579, 8.5408], [3.2161, 0.1169, 8.7946], [1.6324, 1.7090, 8.0189], [1.4060, -1.5964, 9.1021], [0.2297, -0.3127, 9.4376], [0.4789, -0.8716, 7.7739], [0.9138, 2.1676, 8.6999], [1.1755, 1.5983, 7.0342], [2.5052, 2.3528, 7.9342], [3.5077, 2.8245, -9.2604], [3.0637, 1.6683, -8.4000], [3.8359, 0.8011, -8.0577], [1.6137, 1.6410, -7.9819], [4.5661, 2.7245, -9.4878], [2.9397, 2.8363, -10.1917], [3.3402, 3.7663, -8.7355], [0.9718, 1.6061, -8.8633], [1.3731, 2.5377, -7.4082], [1.4240, 0.7630, -7.3681], [-5.6513, 4.8360, -5.8806], [-5.2469, 5.1537, -4.4618], [-5.9954, 5.7236, -3.7012], [-3.8687, 4.7237, -4.0270], [-6.6615, 5.1954, -6.0611], [-4.9677, 5.3188, -6.5808], [-5.6186, 3.7578, -6.0450], [-3.1114, 5.1908, -4.6593], [-3.7766, 3.6387, -4.1005], [-3.7055, 5.0214, -2.9935], [0.5345, -4.9446, 7.1764], [-0.5790, -3.9413, 7.3594], [-0.7223, -3.3371, 8.3958], [-1.5010, -3.7236, 6.1854], [1.1235, -5.0050, 8.0884], [0.1186, -5.9280, 6.9510], [1.1805, -4.6384, 6.3516], [-2.0045, -4.6562, 5.9250], [-0.9301, -3.3723, 5.3248], [-2.2480, -2.9771, 6.4448], [-5.3093, 8.3075, -1.5687], [-4.9150, 8.5461, -0.1331], [-5.6490, 9.1065, 0.6474], [-3.5551, 8.0398, 0.2894], [-6.3032, 8.7102, -1.7471], [-4.5990, 8.7954, -2.2387], [-5.3185, 7.2374, -1.7834], [-2.7766, 8.5180, -0.3070], [-3.4950, 6.9595, 0.1425], [-3.3918, 8.2681, 1.3401]], "mulliken_charge": [-1.1869, -0.0571, -0.9176, -0.6675, -0.4250, -0.8193, 0.3996, 0.1116, -0.8149, -0.1279, 0.5322, -0.2358, -0.1128, 0.6246, 0.2752, 0.2534, 0.3315, 0.3255, 0.0433, 0.3999, 0.4418, 0.3952, 0.2669, 0.3459, 0.2799, 0.2528, 0.3493, 0.0913, -0.1249, -0.2473, 0.4701, 0.6202, -0.5697, 0.3829, 0.3362, -0.5824, 0.0739, -0.1933, -0.2491, -0.1814, -1.1446, 0.9364, -0.5547, -0.8791, 0.1844, 0.4013, 0.3298, 0.3890, 0.4264, -0.1066, -0.7232, 0.8552, -0.5371, -1.1925, 0.0595, 0.2230, 0.3744, 0.3147, 0.3314, 0.3130, -0.9444, 0.8859, -0.5326, -1.1356, 0.2696, 0.1603, 0.3665, 0.2459, 0.3674, 0.3015, -0.5637, 0.8163, -0.4979, -1.2637, -0.2607, 0.3675, 0.3713, 0.3415, 0.3272, 0.3300, -0.7759, 0.7902, -0.5388, -1.1174, 0.0010, 0.3349, 0.3428, 0.3203, 0.3181, 0.3012, -0.7959, 0.7891, -0.5785, -0.7792, 0.2894, 0.3435, 0.0791, 0.3617, 0.0349, 0.2832, -1.1833, 0.8860, -0.5587, -1.1158, 0.3132, 0.3432, 0.3223, 0.4090, 0.3293, 0.2180, -1.2100, 0.8515, -0.5231, -0.5900, 0.3157, 0.3332, 0.3146, 0.4094, -0.0552, 0.1323, -1.1258, 0.8392, -0.5453, -0.4985, 0.3264, 0.3517, 0.2531, 0.4087, -0.2773, 0.2758, -0.6816, 0.8003, -0.5720, -0.9405, 0.2965, 0.3420, -0.0216, 0.3589, 0.1269, 0.2946], "gap_ev": 9.123, "energy_ha": -3380.5606, "homo_energy_ev": -8.76}